# 1
Molecular formula: C25H66N6NaO9
Method: DFT, ωB97M-V/def2-TZVPD

Calculated values
HOMO-LUMO gap: 6.2560 eV
HOMO energy: -4.3 eV
max |F|: 3.27 eV/A

```
! wB97M-V def2-TZVPD RIJCOSX def2/J DEFGRID3
* xyz -1 1
Na 1.661 0.830 -0.341
C -0.425 1.773 -1.362
O 0.759 1.906 -1.841
O -1.419 2.481 -1.659
O -0.543 0.911 -0.361
C -3.121 -6.723 -1.330
C -3.666 -5.348 -1.019
C -2.913 -4.758 0.114
O -3.081 -3.377 0.151
C -2.745 -2.731 1.398
N -3.392 -4.474 -2.191
H -2.040 -6.700 -1.460
H -3.539 -7.128 -2.237
H -3.296 -7.358 -0.464
H -4.754 -5.400 -0.887
H -1.834 -5.057 -0.011
H -3.139 -5.212 1.094
H -3.044 -1.689 1.250
H -1.663 -2.824 1.631
H -3.421 -3.155 2.159
H -4.166 -4.539 -2.798
H -3.323 -3.494 -1.900
C 5.848 2.090 -0.284
C 4.915 2.191 -1.506
C 5.050 0.871 -2.279
O 4.262 0.756 -3.387
C 3.059 -0.052 -3.276
N 3.519 2.432 -1.121
H 5.616 1.280 0.427
H 5.750 2.921 0.396
H 6.857 1.995 -0.632
H 5.392 2.862 -2.253
H 4.897 0.067 -1.590
H 6.075 0.855 -2.645
H 3.194 -0.927 -2.633
H 2.750 -0.315 -4.272
H 2.301 0.475 -2.786
H 3.402 3.146 -0.415
H 2.850 2.552 -1.894
C 0.749 -1.106 2.187
C 2.163 -1.517 1.852
C 2.542 -2.750 2.673
O 3.919 -2.945 2.648
C 4.296 -4.146 3.247
N 2.450 -1.558 0.377
H 0.754 -0.336 2.933
H 0.249 -1.953 2.694
H 0.168 -0.890 1.279
H 2.821 -0.686 2.264
H 1.949 -3.593 2.250
H 2.145 -2.631 3.658
H 4.376 -4.049 4.415
H 5.251 -4.392 2.861
H 3.564 -4.915 3.186
H 3.445 -1.764 0.282
H 1.863 -2.267 -0.049
C 1.068 -3.024 -2.760
C 0.257 -1.867 -2.196
C -1.013 -1.498 -3.015
O -0.547 -0.986 -4.234
C -1.224 0.204 -4.606
N -0.118 -2.128 -0.760
H 1.376 -2.892 -3.757
H 0.640 -4.004 -2.653
H 2.004 -3.165 -2.106
H 0.763 -0.911 -2.204
H -1.654 -0.765 -2.542
H -1.600 -2.360 -3.228
H -0.855 0.504 -5.546
H -1.252 0.972 -3.821
H -2.281 -0.020 -4.782
H -0.925 -2.791 -0.788
H -0.636 -1.299 -0.419
C -4.108 2.680 1.679
C -3.006 1.609 1.597
C -2.558 1.026 2.949
O -2.134 2.069 3.946
C -1.449 1.509 5.035
N -3.252 0.500 0.672
H -5.023 2.132 1.919
H -4.126 3.176 0.752
H -4.052 3.450 2.493
H -2.079 2.008 1.212
H -1.825 0.281 2.719
H -3.300 0.396 3.433
H -2.045 0.923 5.713
H -1.115 2.279 5.704
H -0.633 0.862 4.696
H -4.016 0.804 0.086
H -2.382 0.383 0.131
C 0.702 5.829 1.690
C -0.095 4.615 1.209
C -1.073 5.046 0.140
O -2.132 5.895 0.675
C -2.844 6.467 -0.489
N 0.806 3.596 0.631
H 0.991 6.405 0.862
H 1.780 5.632 2.041
H 0.166 6.399 2.443
H -0.628 4.147 2.087
H -1.544 4.219 -0.418
H -0.556 5.574 -0.742
H -3.880 6.610 -0.219
H -2.798 5.747 -1.299
H -2.408 7.474 -0.754
H 0.332 2.713 0.609
H 0.940 3.940 -0.327
*
```


# 2
Molecular formula: C25H67Cl8N11O12P2
Method: DFT, ωB97M-V/def2-TZVPD

Calculated values
SMILES string: CN(C)P(=O)(N(C)C)N(C)C.CN(C)P(=O)(N(C)C)N(C)C.C[N+](=O)[O-].C[N+](=O)[O-].C[N+](=O)[O-].C[N+](=O)[O-].C[N+](=O)[O-].ClCCCl.ClCCCl.ClCCCl.ClCCCl
HOMO-LUMO gap: 8.0952 eV
HOMO energy: -8.5 eV
max |F|: 2.84 eV/A

```
! wB97M-V def2-TZVPD RIJCOSX def2/J DEFGRID3
* xyz 0 1
C 1.967 -4.579 -5.225
N 1.764 -3.350 -4.446
C 2.588 -2.216 -4.793
P 0.320 -3.080 -3.480
O -0.849 -2.666 -4.295
N 0.147 -4.590 -2.633
C 1.275 -5.381 -2.187
C -1.153 -4.867 -1.942
N 0.826 -1.945 -2.358
C 0.629 -0.544 -2.731
C 1.917 -2.211 -1.443
H 1.008 -5.032 -5.475
H 2.536 -5.294 -4.631
H 2.432 -4.278 -6.164
H 3.099 -1.781 -3.935
H 2.029 -1.375 -5.205
H 3.253 -2.439 -5.627
H 2.179 -5.076 -2.715
H 1.519 -5.271 -1.130
H 1.096 -6.425 -2.445
H -1.188 -5.845 -1.461
H -1.292 -4.262 -1.046
H -2.005 -4.827 -2.620
H 1.365 -0.158 -3.437
H -0.400 -0.373 -3.050
H 0.745 0.034 -1.815
H 2.775 -2.706 -1.899
H 1.560 -2.894 -0.672
H 2.291 -1.262 -1.060
C 5.008 4.166 -1.546
N 5.026 2.732 -1.243
C 6.348 2.078 -1.579
P 4.156 1.979 0.032
O 4.284 0.499 0.035
N 4.733 2.732 1.458
C 5.845 2.113 2.260
C 4.285 4.018 1.952
N 2.523 2.469 -0.231
C 1.544 2.194 0.848
C 2.059 2.287 -1.589
H 5.787 4.431 -2.261
H 5.193 4.679 -0.602
H 4.006 4.434 -1.882
H 6.846 2.477 -2.463
H 6.074 1.047 -1.803
H 6.983 2.012 -0.696
H 6.520 2.900 2.596
H 5.433 1.464 3.032
H 6.369 1.529 1.504
H 3.501 3.980 2.708
H 5.089 4.649 2.331
H 3.866 4.591 1.124
H 1.213 1.156 0.803
H 1.969 2.246 1.851
H 0.712 2.893 0.777
H 2.388 3.074 -2.268
H 0.974 2.354 -1.670
H 2.405 1.375 -2.076
C -1.321 -0.688 1.307
N -2.025 0.415 0.562
O -2.367 0.145 -0.557
O -1.993 1.545 1.056
H -1.990 -1.549 1.303
H -1.129 -0.388 2.337
H -0.369 -0.832 0.796
C -5.877 -2.951 -0.189
N -4.502 -3.349 -0.659
O -4.435 -4.032 -1.654
O -3.581 -2.803 -0.139
H -5.714 -2.674 0.853
H -6.413 -3.899 -0.208
H -6.289 -2.139 -0.787
C -2.925 -0.676 -3.626
N -4.310 -0.624 -2.968
O -4.505 0.318 -2.214
O -5.162 -1.487 -3.302
H -3.067 -1.171 -4.587
H -2.318 -1.313 -2.984
H -2.532 0.322 -3.817
C 4.186 -1.771 2.544
N 3.087 -0.815 2.820
O 3.242 -0.045 3.790
O 2.009 -0.997 2.238
H 5.021 -1.728 3.244
H 4.596 -1.465 1.581
H 3.656 -2.720 2.619
C -1.069 4.098 2.694
N -0.195 4.944 3.582
O 0.931 4.547 3.911
O -0.707 5.952 4.051
H -1.971 3.794 3.225
H -0.697 3.228 2.154
H -1.290 4.831 1.918
Cl -5.432 3.130 3.467
C -5.872 3.633 1.824
C -5.656 2.488 0.782
Cl -6.176 0.937 1.341
H -5.244 4.485 1.564
H -6.883 4.020 1.953
H -4.579 2.429 0.625
H -6.202 2.682 -0.140
Cl -3.706 2.822 -4.845
C -3.534 3.755 -3.307
C -2.319 3.205 -2.530
Cl -2.301 4.074 -0.939
H -4.444 3.558 -2.740
H -3.422 4.823 -3.495
H -1.399 3.505 -3.033
H -2.281 2.133 -2.337
Cl -2.068 -3.201 3.682
C -3.750 -3.583 3.371
C -4.499 -3.644 4.711
Cl -4.907 -1.965 5.208
H -3.690 -4.599 2.979
H -4.134 -2.926 2.591
H -3.980 -4.120 5.543
H -5.415 -4.210 4.540
Cl -1.169 -0.077 7.556
C 0.268 -0.472 6.537
C 0.017 -0.062 5.146
Cl -0.467 1.635 4.912
H 0.434 -1.546 6.620
H 1.148 0.088 6.853
H -0.781 -0.627 4.663
H 0.891 -0.259 4.526
*
```


Q: What is the formula in the second record?
A: C25H67Cl8N11O12P2


Q: The lowest HOMO-LUMO gap belongs to which entry?
A: C25H66N6NaO9